# 1
Density functional theory data (wB97M-V/def2-TZVPD) for a cluster of 7 separate species, C49H46ClF3O29S in total.

The lowest unoccupied orbital energy comes out at -0.0667 Ha. The value obtained for the orbital gap is 0.2841 hartree. As for the multiplicity: 1. The calculation puts the energy at -5234.696166 Eh.

CARTESIAN COORDINATES (ANGSTROEM)
C: -3.293 -2.532 -3.098
C: -2.235 -2.524 -1.990
C: -1.286 -1.322 -2.065
C: -1.771 -0.118 -1.223
C: -2.565 0.843 -2.129
C: -0.551 0.509 -0.592
C: -0.753 1.858 0.087
C: -2.109 2.056 0.766
C: -2.052 3.057 1.944
C: -2.232 2.371 3.291
S: -3.055 3.398 4.498
O: -3.659 2.518 5.441
O: -3.939 4.324 3.885
Cl: -1.596 4.437 5.470
O: 0.522 0.688 -1.579
C: 1.677 0.113 -1.190
O: 2.001 -1.014 -1.505
C: 2.623 0.911 -0.312
O: 2.844 0.011 0.778
C: 3.982 0.245 1.455
F: 4.195 1.555 1.669
F: 3.857 -0.352 2.649
F: 5.070 -0.260 0.872
H: -3.587 -3.547 -3.329
H: -4.159 -1.966 -2.784
H: -2.903 -2.115 -4.015
H: -2.735 -2.589 -1.030
H: -1.629 -3.410 -2.116
H: -0.319 -1.673 -1.728
H: -1.166 -1.048 -3.102
H: -2.431 -0.557 -0.493
H: -2.755 0.408 -3.094
H: -3.545 1.000 -1.691
H: -2.126 1.827 -2.216
H: -0.169 -0.188 0.149
H: 0.005 1.958 0.862
H: -0.584 2.684 -0.593
H: -2.758 2.526 0.041
H: -2.597 1.133 1.049
H: -2.797 3.822 1.781
H: -1.091 3.554 1.899
H: -1.268 2.085 3.687
H: -2.860 1.501 3.209
H: 3.541 1.044 -0.864
H: 2.225 1.865 -0.002
C: -1.731 -7.576 -1.819
C: -1.535 -8.644 -1.034
C: -0.407 -8.705 -0.041
O: -0.309 -9.702 0.647
C: 0.502 -7.574 0.039
C: 0.309 -6.507 -0.748
C: -0.835 -6.438 -1.724
O: -0.954 -5.426 -2.389
O: 1.100 -5.445 -0.722
O: -2.311 -9.716 -1.070
H: -2.540 -7.522 -2.534
H: 1.318 -7.634 0.745
H: 0.744 -4.817 -1.379
H: -1.951 -10.332 -0.404
C: -0.390 -0.213 -8.559
C: -0.506 -0.683 -7.310
C: -1.069 0.155 -6.197
O: -1.160 -0.349 -5.093
C: -1.469 1.519 -6.492
C: -1.350 1.991 -7.740
C: -0.811 1.145 -8.861
O: -0.751 1.642 -9.968
O: -1.694 3.224 -8.079
O: -0.140 -1.909 -6.965
H: 0.011 -0.807 -9.367
H: -1.857 2.116 -5.679
H: -1.509 3.301 -9.034
H: -0.331 -1.994 -6.012
C: 3.489 -5.364 1.754
C: 2.853 -4.186 1.688
C: 1.471 -3.997 2.253
O: 0.964 -2.893 2.170
C: 0.813 -5.141 2.855
C: 1.447 -6.318 2.919
C: 2.839 -6.500 2.381
O: 3.351 -7.598 2.492
O: 0.903 -7.400 3.456
O: 3.378 -3.115 1.122
H: 4.481 -5.511 1.351
H: -0.186 -5.000 3.239
H: 1.573 -8.106 3.375
H: 2.720 -2.398 1.216
C: -0.510 -1.040 6.947
C: -1.763 -0.613 6.735
C: -2.878 -0.916 7.698
O: -3.984 -0.483 7.447
C: -2.572 -1.716 8.875
C: -1.321 -2.142 9.084
C: -0.202 -1.817 8.135
O: 0.911 -2.228 8.404
O: -0.974 -2.876 10.133
O: -2.105 0.105 5.676
H: 0.298 -0.827 6.261
H: -3.383 -1.943 9.552
H: -0.017 -3.043 10.039
H: -3.060 0.300 5.772
C: -2.274 5.708 -2.237
C: -2.121 7.020 -2.463
C: -3.005 8.047 -1.809
O: -2.790 9.218 -2.052
C: -4.065 7.583 -0.930
C: -4.220 6.271 -0.707
C: -3.319 5.249 -1.342
O: -3.508 4.074 -1.077
O: -5.166 5.785 0.082
O: -1.191 7.508 -3.267
H: -1.643 4.962 -2.700
H: -4.705 8.327 -0.477
H: -5.061 4.816 0.076
H: -1.300 8.478 -3.248
C: 7.638 5.185 0.813
C: 6.734 4.196 0.835
C: 6.003 3.762 -0.409
O: 5.204 2.846 -0.328
C: 6.285 4.464 -1.650
C: 7.188 5.454 -1.669
C: 7.934 5.871 -0.432
O: 8.749 6.766 -0.535
O: 7.488 6.134 -2.764
O: 6.428 3.538 1.943
H: 8.169 5.502 1.699
H: 5.745 4.157 -2.534
H: 8.166 6.784 -2.500
H: 5.760 2.872 1.701

---

# 2
Density functional theory data (wB97M-V/def2-TZVPD) for a structure of composition C49H46CuN5OSTe.

The lowest unoccupied orbital energy comes out at 0.0012 Ha. The value obtained for the orbital gap is 0.2204 hartree. As for the multiplicity: 1. Its energy above the lowest of the compared OMol25 structures with the same formula, charge and spin is 0.455 eV. The calculation puts the energy at -4550.559965 Eh.

CARTESIAN COORDINATES (ANGSTROEM)
Cu: -0.694 -2.641 1.817
N: -1.711 1.007 -0.536
C: -2.052 2.032 0.378
C: -3.199 2.790 0.215
C: -3.488 3.793 1.131
C: -2.657 4.008 2.221
C: -1.533 3.212 2.405
C: -1.218 2.239 1.468
S: 0.210 1.213 1.610
N: -0.403 -0.245 0.960
C: -1.164 -0.154 -0.054
C: -0.429 -2.243 -1.016
C: -0.030 -2.425 -2.328
C: 1.051 -3.251 -2.587
C: 1.686 -3.868 -1.523
C: 1.214 -3.640 -0.242
N: 0.174 -2.844 0.013
H: -2.334 0.890 -1.318
H: -3.861 2.594 -0.620
H: -4.375 4.397 0.998
H: -2.890 4.782 2.939
H: -0.894 3.346 3.268
H: -0.554 -1.903 -3.115
H: 1.394 -3.401 -3.602
H: 2.537 -4.517 -1.674
H: 1.679 -4.100 0.620
C: -0.574 -6.264 5.855
C: -1.379 -5.258 6.372
C: -1.718 -4.147 5.617
C: -1.261 -4.000 4.293
C: -0.444 -5.028 3.790
C: -0.108 -6.131 4.553
N: -1.510 -2.881 3.522
C: -2.642 -2.107 3.752
C: -2.581 -0.714 3.580
C: -3.701 0.086 3.743
C: -4.924 -0.468 4.102
C: -5.003 -1.845 4.277
C: -3.892 -2.654 4.097
H: -0.313 -7.128 6.452
H: -1.744 -5.331 7.390
H: -2.326 -3.369 6.057
H: -0.084 -4.938 2.769
H: 0.522 -6.902 4.123
H: -1.622 -0.273 3.345
H: -3.612 1.157 3.603
H: -5.794 0.160 4.250
H: -5.948 -2.301 4.549
H: -3.980 -3.725 4.219
C: 6.668 -0.435 -5.891
C: 5.554 -0.196 -4.908
C: 5.448 -0.937 -3.744
C: 4.425 -0.724 -2.820
C: 4.442 -1.571 -1.570
C: 3.472 0.268 -3.081
Te: 1.867 0.598 -1.719
N: -1.525 -1.348 -0.772
C: -2.717 -1.970 -0.235
O: -2.659 -3.051 0.287
C: -3.964 -1.178 -0.358
C: -4.820 -1.130 0.735
C: -5.996 -0.401 0.651
C: -6.332 0.249 -0.528
C: -5.490 0.176 -1.633
C: -4.301 -0.528 -1.546
C: 2.236 2.647 -1.279
C: 1.265 3.619 -1.534
C: -0.036 3.363 -2.253
C: 1.496 4.929 -1.110
C: 2.653 5.297 -0.453
C: 2.882 6.713 0.004
C: 3.611 4.315 -0.218
C: 3.423 2.998 -0.609
C: 4.496 1.993 -0.290
C: 3.552 1.021 -4.267
C: 2.547 2.086 -4.612
C: 4.594 0.780 -5.151
H: 7.332 -1.228 -5.549
H: 7.262 0.469 -6.031
H: 6.272 -0.720 -6.867
H: 6.184 -1.707 -3.538
H: 5.132 -1.148 -0.835
H: 4.790 -2.578 -1.803
H: 3.467 -1.642 -1.096
H: -4.543 -1.640 1.651
H: -6.646 -0.340 1.513
H: -7.256 0.809 -0.593
H: -5.763 0.663 -2.561
H: -3.645 -0.610 -2.406
H: -0.136 2.327 -2.567
H: -0.103 3.999 -3.139
H: -0.880 3.613 -1.606
H: 0.734 5.678 -1.306
H: 2.045 7.355 -0.267
H: 3.787 7.124 -0.445
H: 3.006 6.755 1.087
H: 4.529 4.582 0.295
H: 5.331 2.474 0.218
H: 4.874 1.520 -1.197
H: 4.105 1.203 0.355
H: 1.536 1.674 -4.624
H: 2.760 2.514 -5.591
H: 2.558 2.891 -3.877
H: 4.656 1.369 -6.060